Entry 1:
Computed, not measured: a structure of composition C7H7NO at a distorted geometry, with the ωB97M-V functional and the def2-TZVPD basis.

The geometry in XYZ format:
```
16
Properties=species:S:1:pos:R:3:lowdin_charge:R:1
C -2.6315 -0.8815 0.2114 0.00
C -1.7616 0.3300 -0.1053 -0.31
C -0.2616 0.2136 -0.0210 -0.22
C 0.5075 1.3874 0.0267 0.02
C 1.9067 1.2618 0.0682 -0.05
C 2.4764 -0.0653 -0.0403 -0.09
C 1.5393 -1.1567 -0.2082 -0.16
H -3.7640 -0.7996 0.1032 0.12
H -2.4162 -1.5644 -0.6103 0.09
H -2.2174 -1.1901 1.0118 0.00
H 0.1066 2.1345 0.1408 -0.02
H 2.7056 2.2639 0.2540 0.18
H 3.6619 -0.0826 -0.1283 0.13
H 2.2233 -2.3136 -0.2015 0.18
N 0.2277 -0.9893 -0.1834 0.09
O -2.3027 1.4519 -0.3177 0.04
```

**Energy above the lowest of the compared OMol25 structures with the same formula, charge and spin**: 341.2 kJ/mol
**E**: -10905.802 eV
**Kohn-Sham gap**: 9.48 eV
**HOMO**: -9.6 eV

Entry 2:
Computed, not measured: the ion C30H28NO2 with charge +1 at a distorted geometry, with the ωB97M-V functional and the def2-TZVPD basis.

The geometry in XYZ format:
```
61
Properties=species:S:1:pos:R:3:lowdin_charge:R:1
C -3.8066 1.8564 -2.3594 0.02
C -3.2720 1.6946 -0.9746 -0.48
N -2.0871 2.4290 -0.7329 0.14
C -1.3719 2.4775 0.4506 -0.05
C -2.0567 2.8441 1.6484 -0.13
C -1.4034 2.9833 2.9125 0.04
C -2.1546 3.1136 4.0808 -0.03
C -3.5515 3.1546 4.0412 0.00
C -4.1993 3.2118 2.8017 -0.02
C -3.4559 3.1405 1.6282 0.02
C 0.1729 2.3536 0.3345 -0.07
O -3.7964 1.0103 -0.0967 0.09
H -4.1553 2.8894 -2.5168 0.11
H -3.0529 1.5933 -3.1131 0.10
H -4.6581 1.1833 -2.4609 0.10
H -1.7104 2.9324 -1.5253 0.17
H -0.3108 2.9875 2.9376 0.12
H -1.6455 3.1741 5.0418 0.12
H -4.1427 3.2019 4.9484 0.13
H -5.2839 3.3169 2.7202 0.13
H -3.9645 3.2896 0.6736 0.12
H 0.6114 3.2116 0.8711 0.14
H 0.3785 2.5650 -0.7256 0.14
C 6.7551 1.5327 1.1794 -0.05
C 5.2572 1.4762 1.0142 -0.27
C 4.4059 1.8453 2.0638 -0.03
C 3.0150 1.7700 1.9024 -0.04
C 2.4394 1.2981 0.7095 -0.18
C 0.8869 1.0978 0.6588 -0.21
C 0.4411 -0.1124 -0.2154 -0.15
C 1.2747 -1.1166 -0.7120 -0.02
C 0.7759 -2.1808 -1.4794 0.03
C -0.5847 -2.2252 -1.7794 -0.23
O -1.2066 -3.2004 -2.5566 0.00
C -0.9281 -4.5685 -2.3814 -0.24
C -1.9230 -5.3620 -1.7957 -0.01
C -1.6757 -6.7169 -1.5956 -0.08
C -0.4502 -7.2712 -1.9897 -0.08
C 0.5030 -6.4794 -2.6452 -0.07
C 0.2531 -5.1241 -2.8787 -0.03
C -1.4387 -1.2666 -1.2475 0.02
C -0.9224 -0.3149 -0.3837 -0.04
C 3.3031 1.0556 -0.3737 -0.05
C 4.6950 1.0647 -0.1989 -0.03
H 7.2383 0.9407 0.3943 0.08
H 7.1534 2.5549 1.1135 0.09
H 7.0647 1.1226 2.1486 0.08
H 4.8392 2.1934 3.0100 0.12
H 2.3584 2.0759 2.7287 0.11
H 0.6316 0.7988 1.6758 0.15
H 2.3421 -1.1010 -0.5063 0.11
H 1.4479 -2.9386 -1.8635 0.11
H -2.8698 -4.9025 -1.5157 0.12
H -2.4464 -7.3424 -1.1356 0.11
H -0.2415 -8.3285 -1.8061 0.11
H 1.4485 -6.9077 -2.9931 0.11
H 0.9358 -4.4937 -3.4524 0.12
H -2.4913 -1.3211 -1.4670 0.12
H -1.6433 0.2802 0.1549 0.09
H 2.9054 0.8004 -1.3658 0.12
H 5.3683 0.7532 -1.0008 0.12
```

**Energy above the lowest of the compared OMol25 structures with the same formula, charge and spin**: 129.5 kJ/mol
**E**: -37141.933 eV
**Structure (SMILES)**: CC(=O)/[NH+]=C(/C[C@H](c1ccc(C)cc1)c1ccc(Oc2ccccc2)cc1)c1ccccc1
**Kohn-Sham gap**: 5.09 eV
**Charge**: +1
**HOMO**: -10.8 eV

Entry 3:
Computed, not measured: a structure of composition C3H4AuLiO3 at a distorted geometry, with the ωB97M-V functional and the def2-TZVPD basis.

The geometry in XYZ format:
```
12
Properties=species:S:1:pos:R:3:lowdin_charge:R:1
O 0.4843 -1.1490 1.1807 -0.43
C -0.3222 0.0374 1.2248 -0.30
C -0.0880 0.9176 -0.0072 -0.06
O -0.7388 0.7437 -2.7094 0.25
C 0.0320 -0.1633 -2.9091 -0.16
O 0.7956 -0.7871 -2.2155 -0.06
Li 0.5098 -2.3294 2.4948 0.88
Au 1.2597 -0.7473 -0.3846 1.35
H -0.0810 0.5951 2.1476 0.16
H -1.3822 -0.2692 1.2841 0.14
H 0.5847 1.7745 0.1449 0.10
H -1.0538 1.3770 -0.2512 0.11
```

**<S²>**: 2.012
**Energy above the lowest of the compared OMol25 structures with the same formula, charge and spin**: 266.2 kJ/mol
**2S+1**: 3
**E**: -13190.502 eV
**Kohn-Sham gap (spin up / spin down)**: 7.59 / 7.21 eV
**Charge**: +2
**HOMO (spin up / spin down)**: -17.9 / -20.0 eV

Entry 4:
Computed, not measured: a cluster of 3 separate species, C14H27BN2O3 in total at a distorted geometry, with the ωB97M-V functional and the def2-TZVPD basis.

The geometry in XYZ format:
```
47
Properties=species:S:1:pos:R:3:lowdin_charge:R:1
C 3.7618 -1.2126 1.8542 -0.09
C 3.4106 -1.4800 0.3653 -0.12
B 1.9107 -1.8299 0.0514 -0.38
O 1.4202 -1.4915 -1.2106 0.09
C 0.8863 -2.5617 1.0442 -0.21
C -0.5477 -2.0793 0.8592 -0.18
C -0.7230 -0.7402 1.6331 -0.08
O 0.9114 -4.0191 0.7968 -0.02
C 1.5547 -4.6081 1.8325 -0.39
O 2.6608 -4.9337 1.7876 0.16
H 4.7206 -1.6557 2.0700 0.07
H 3.9100 -0.1550 1.9999 0.06
H 3.0150 -1.5809 2.5389 0.05
H 3.6329 -0.5731 -0.1884 0.10
H 4.0698 -2.2268 -0.0596 0.11
H 1.0785 -0.5873 -1.1045 0.06
H 1.1060 -2.4136 2.1011 0.12
H -1.2355 -2.8421 1.1856 0.11
H -0.7561 -1.8754 -0.1839 0.09
H -1.5071 -0.8647 2.3662 0.07
H 0.2053 -0.4565 2.1080 0.07
H -1.0478 0.0413 0.9600 0.06
H 0.9310 -4.7886 2.7135 0.15
C -3.5116 3.7725 2.1611 -0.11
C -2.1555 4.4601 2.0482 -0.26
C -1.0057 3.4750 1.8137 -0.18
C -0.8992 2.5247 2.9266 -0.25
N -0.8199 1.8019 3.7933 0.16
H -3.5458 3.0957 3.0160 0.07
H -4.3029 4.5099 2.2965 0.07
H -3.7360 3.1976 1.2603 0.08
H -1.9656 5.0331 2.9578 0.11
H -2.1801 5.1717 1.2210 0.11
H -0.0595 4.0079 1.7239 0.12
H -1.1632 2.9145 0.8908 0.11
C -1.0954 0.8287 -5.4137 -0.11
C -0.4273 -0.4329 -4.8767 -0.25
C -0.6863 -0.6602 -3.3834 -0.17
C -0.1607 0.4549 -2.5891 -0.24
N 0.2449 1.3235 -1.9784 0.17
H -0.7075 1.7246 -4.9265 0.07
H -0.9099 0.9331 -6.4827 0.07
H -2.1759 0.7965 -5.2601 0.08
H 0.6481 -0.3745 -5.0541 0.12
H -0.7959 -1.2986 -5.4291 0.11
H -0.2013 -1.5745 -3.0458 0.11
H -1.7563 -0.7509 -3.1900 0.13
```

**Energy above the lowest of the compared OMol25 structures with the same formula, charge and spin**: 329.1 kJ/mol
**E**: -24754.705 eV
**Structure (SMILES)**: CCB(O)[C@@H](CC)OC=O.CCCC#N.CCCC#N
**Kohn-Sham gap**: 10.30 eV
**HOMO**: -9.7 eV